No. 1
Below is an isolated molecule of C25H39N3, with properties calculated with ωB97M-V with the def2-TZVPD basis set.

The geometry in XYZ format:
```
67
Properties=species:S:1:pos:R:3:forces:R:3
N 0.415925 -1.581285 -0.433178 -0.29 -0.10 -0.18
N 1.837486 0.687083 0.187924 -0.24 0.08 0.10
N -1.772761 -2.078910 1.383059 0.09 0.16 -0.31
C -1.369945 1.545458 -4.184383 -0.02 0.04 -0.12
C 0.302897 -2.840191 0.292499 -0.27 -0.21 0.33
C 3.356317 -1.122746 0.754556 0.28 0.33 -0.35
C -4.286248 3.961633 1.346008 -0.08 0.04 0.08
C -3.820574 4.274616 0.080193 -0.01 0.09 -0.05
C 2.592388 -0.416299 -0.385231 -0.13 -0.21 0.20
C -1.407519 1.284686 -1.787282 0.08 -0.18 -0.02
C -0.406583 -3.920974 -0.525609 0.27 0.18 0.06
C -1.055927 1.710455 -0.381090 0.06 0.29 0.12
C 1.640782 -1.349699 -1.184245 0.21 0.34 0.06
C -1.006702 1.980645 -2.920995 0.01 -0.02 0.06
C -2.785458 3.548487 -0.479956 0.02 0.01 0.03
C -3.709719 2.917826 2.047957 -0.08 0.03 0.10
C -0.436292 -2.591199 1.616856 0.26 -0.08 -0.11
C -2.498105 -1.820181 2.607768 -0.01 0.04 0.04
C 4.219877 -0.091152 1.493917 -0.20 -0.15 0.23
C 1.467868 1.733637 -0.749717 0.13 0.21 0.00
C -2.203319 0.155258 -1.955790 0.04 0.03 -0.05
C 4.651913 -0.549680 2.881392 0.06 0.08 -0.24
C -2.200412 2.498786 0.216743 -0.03 -0.11 0.12
C -2.674259 2.192619 1.485429 0.04 0.00 -0.05
C -2.145656 0.410450 -4.338391 -0.02 0.00 -0.10
C 0.249479 2.513556 -0.257053 0.20 -0.36 -0.19
C -2.567646 -0.281575 -3.216099 -0.07 -0.11 -0.01
C 4.224853 -2.267216 0.236637 -0.28 0.05 0.19
H -2.228886 1.379789 2.042169 0.08 -0.12 0.04
H -1.042873 2.098184 -5.053466 0.02 0.04 -0.06
H -0.374748 -4.875587 -0.007072 -0.05 -0.15 0.03
H 2.325101 2.413912 -0.832996 -0.11 0.01 -0.13
H -4.267300 5.087303 -0.474071 -0.04 0.06 -0.04
H 0.399087 2.766727 0.794834 -0.02 0.08 0.00
H 2.150493 -2.279510 -1.457789 -0.06 -0.01 -0.05
H 4.849917 -2.656057 1.036143 0.11 -0.09 0.03
H -0.399968 2.868946 -2.830891 0.10 0.07 0.04
H 5.102505 0.132078 0.890612 0.06 0.05 -0.11
H 5.225477 0.232822 3.373253 0.07 0.02 0.12
H 5.273531 -1.440902 2.833445 0.08 -0.11 0.09
H 0.073541 -4.036769 -1.496057 0.04 -0.04 -0.08
H 3.635266 0.824184 1.588264 0.11 -0.02 -0.04
H -2.554046 -0.384748 -1.086456 -0.03 -0.06 0.12
H 1.257187 1.342645 -1.756840 0.07 0.06 0.05
H -2.660725 -2.766589 3.124916 -0.07 0.03 0.07
H -0.529893 -3.535852 2.160996 0.03 0.00 0.04
H -1.693253 -1.216953 0.850289 0.01 -0.06 0.08
H -2.434782 3.793123 -1.471834 0.02 0.02 -0.12
H -3.466510 -1.386494 2.362805 -0.06 0.00 0.09
H 3.627813 -3.092910 -0.142256 0.01 -0.13 -0.07
H -4.067704 2.665784 3.035724 -0.03 -0.02 0.08
H 3.782172 -0.772500 3.495689 -0.09 -0.03 0.11
H -2.423331 0.070116 -5.324995 -0.02 -0.03 -0.07
H -0.937581 0.798046 0.214260 -0.06 0.03 -0.05
H 1.000094 0.269603 0.587096 0.05 0.03 -0.11
H 4.872472 -1.916031 -0.564567 0.11 0.03 -0.11
H 1.313117 -3.180378 0.540783 -0.04 0.05 -0.01
H -1.446910 -3.640605 -0.671992 -0.10 -0.01 -0.04
H -3.181634 -1.164318 -3.321889 -0.05 -0.07 -0.01
H -0.389850 -1.476934 -1.038832 0.10 0.02 -0.03
H 2.618783 -1.515838 1.460299 -0.10 -0.02 0.09
H -5.095935 4.527826 1.782228 -0.06 0.04 0.03
H 0.164537 3.450615 -0.808710 -0.04 0.06 0.02
H 3.332381 -0.002966 -1.081379 0.04 -0.01 0.01
H 1.381834 -0.839522 -2.116628 -0.02 -0.07 0.03
H 0.167641 -1.902373 2.235828 -0.02 -0.09 -0.03
H -1.969677 -1.141953 3.297168 -0.03 -0.03 0.00
```
Positions in Å, forces in eV/Å.

Computed properties:
ΔE to the lowest compared entry with this formula, charge and spin ... 0.140 eV
Frontier orbital gap ... 9.19 eV
Strongest force on any atom ... 0.55 eV/A
SMILES string ... CC[C@H](C)[C@@H](CN[C@H](C)CNC)NCCC(c1ccccc1)c1ccccc1
Electronic energy ... -1140.280132 hartree

---

No. 2
Below is a cluster of 7 separate species, C21H46FN7O11S in total in a non-equilibrium geometry, with properties calculated with ωB97M-V with the def2-TZVPD basis set.

The geometry in XYZ format:
```
87
Properties=species:S:1:pos:R:3:forces:R:3
S 3.316364 -2.891600 0.155481 -0.09 -1.75 0.02
F 0.763477 0.967952 -1.639929 -0.12 -0.32 -0.56
O 1.866705 7.743250 3.482970 -0.49 0.22 0.03
O 3.321789 -2.627387 1.564715 0.26 0.33 0.28
O 3.770236 -1.345630 -0.465482 -1.02 0.50 -0.17
O 1.929415 4.993668 1.165805 0.01 0.11 -0.06
O -5.263330 -4.656745 -2.464887 -0.02 0.13 0.13
O -3.985840 -2.407493 -7.560252 -0.12 0.10 -0.34
O -1.448869 -3.692762 1.018216 -0.37 -0.28 0.10
O 2.912775 -1.699552 -2.536768 -0.08 -0.01 0.46
O 1.897236 1.148761 0.214925 -0.01 0.08 -0.94
O 7.272732 -0.174199 3.754299 -0.03 -0.01 -0.03
O 1.788654 -3.126249 -0.257472 0.81 0.93 -0.03
N -2.566205 -4.894340 2.542015 -0.01 -0.13 -0.18
N 6.289903 -1.284997 5.432829 -0.06 -0.17 -0.16
N 3.652582 3.695753 1.751755 0.09 0.17 0.01
N -5.757488 -1.483964 -6.550829 0.01 0.13 -0.21
N 2.994826 0.463785 -1.708722 0.23 -0.29 0.12
N -0.014156 8.808693 4.053656 -0.10 -0.07 -0.19
N -3.783316 -4.113283 -4.052396 -0.05 0.41 0.18
C -3.374236 -5.993311 3.038951 0.17 0.35 0.25
C 3.047835 4.908679 1.656148 -0.07 -0.02 0.01
C 1.877310 0.880838 -0.953018 0.41 0.42 1.78
C -4.573964 -3.797115 -2.998474 -0.03 -0.36 -0.01
C -6.927611 -0.633092 -6.429941 0.18 -0.30 0.33
C 0.714561 8.044165 3.195577 0.24 0.02 0.26
C -1.380301 9.272772 3.905782 0.31 0.08 0.38
C -5.253010 -0.856186 -8.869802 0.05 -0.01 -0.02
C 6.630108 -1.144431 4.122928 0.14 0.15 -0.06
C 6.181898 -2.223024 3.168506 0.03 0.03 0.05
C -4.568026 -2.363982 -2.519191 -0.04 -0.04 0.05
C 0.045122 7.608700 1.918407 0.12 0.05 -0.09
C -2.128835 -4.679112 1.277482 0.09 0.16 -0.05
C 3.190988 -0.976143 -1.632728 -0.02 0.01 -1.11
C 5.535561 -2.356638 6.055151 0.19 0.39 0.21
C -2.899082 -3.241051 -4.818194 0.01 -0.68 -0.09
C 0.823668 -2.284051 0.422184 -0.16 0.55 0.17
C 4.963499 3.385253 2.293622 -0.35 -0.31 -0.18
C -4.938518 -1.644983 -7.622914 0.08 -0.11 0.09
C -2.508517 -5.686295 0.223270 -0.01 0.03 -0.02
C 3.808386 6.107616 2.168911 0.34 -0.28 -0.39
H -6.777104 0.076296 -5.614482 -0.12 0.10 -0.07
H 6.619108 -0.531925 6.014964 0.00 0.01 0.02
H 6.523975 -1.971454 2.169425 0.04 0.09 0.03
H 5.466066 4.278337 2.646838 -0.03 0.03 -0.01
H -2.925960 -2.221955 -4.445954 -0.03 -0.01 0.05
H 5.237866 -3.103164 5.327399 0.01 0.03 -0.04
H -1.397384 10.364129 3.928540 -0.16 0.00 -0.08
H -4.513994 -1.093761 -9.628177 0.05 -0.06 0.06
H -4.296436 -5.598728 3.467934 -0.07 -0.15 -0.02
H -0.246510 8.480385 1.328551 -0.13 -0.04 0.05
H 4.021200 5.995486 3.231085 0.09 0.07 0.00
H -6.240485 -1.120341 -9.249669 -0.03 0.12 0.01
H 5.095280 -2.291340 3.154906 0.01 -0.14 0.00
H 0.738744 7.007413 1.341153 0.08 -0.12 0.06
H 3.222581 6.999348 2.034752 -0.17 0.03 -0.01
H 4.642329 -1.944490 6.528100 -0.08 -0.16 -0.01
H -7.799187 -1.247360 -6.198908 -0.10 0.12 -0.06
H -2.088851 -5.378276 -0.729242 0.03 0.09 0.04
H -7.113177 -0.084671 -7.346518 0.04 -0.01 -0.03
H -5.211950 0.214295 -8.665624 -0.12 0.01 -0.04
H -0.833760 7.001660 2.138110 -0.06 0.06 -0.06
H -1.878614 -3.623070 -4.747196 0.06 0.20 0.03
H -5.247011 -2.275751 -1.676786 -0.03 -0.09 -0.01
H -2.109517 -6.669561 0.475561 -0.13 -0.05 0.00
H -2.825528 -6.521223 3.820576 -0.09 -0.13 -0.03
H 6.611311 -3.185225 3.452330 -0.11 -0.05 0.01
H -3.622100 -6.690435 2.246761 0.02 0.03 -0.04
H -1.813190 8.931017 2.972685 0.04 -0.03 -0.02
H 0.655153 -2.591223 1.440616 0.16 -0.36 0.17
H -0.102569 -2.385532 -0.106489 -0.17 -0.08 -0.32
H -3.568533 -2.074194 -2.193607 0.00 0.10 -0.10
H 4.742084 6.213366 1.609517 0.09 -0.09 0.16
H -2.276423 -4.182668 3.193673 -0.02 0.00 0.03
H -4.904786 -1.690975 -3.309528 0.13 0.09 0.02
H 1.139599 -1.244151 0.456115 0.22 0.04 -0.19
H 6.147250 -2.831992 6.824406 -0.10 -0.14 -0.01
H -3.212167 -3.254254 -5.861239 0.20 0.20 0.12
H 3.808951 0.856537 -1.245884 -0.07 0.22 0.21
H 4.857638 2.683309 3.122063 0.17 0.03 0.05
H 5.574025 2.914020 1.520946 0.15 0.03 0.11
H 0.489600 9.066826 4.886887 -0.01 0.01 0.02
H 3.092908 2.936879 1.393028 -0.03 -0.07 0.05
H -3.593580 -5.736264 0.123385 0.01 -0.14 -0.03
H -3.837399 -5.084368 -4.314925 0.00 -0.01 -0.05
H -5.491326 -2.042617 -5.754952 -0.06 -0.04 0.01
H -1.982451 8.899394 4.736292 -0.15 0.03 -0.09
```
Positions in Å, forces in eV/Å.

Computed properties:
Frontier orbital gap ... 9.41 eV
Strongest force on any atom ... 1.88 eV/A
Electronic energy ... -2536.813205 hartree

---

No. 3
Below is an isolated molecule of C18H23N3O5S2, with properties calculated with ωB97M-V with the def2-TZVPD basis set.

The geometry in XYZ format:
```
51
Properties=species:S:1:pos:R:3:forces:R:3
S 0.032585 -0.728216 -1.029355 0.40 -0.23 -0.17
S 6.010404 -0.281070 0.506804 0.18 -0.19 -0.10
O 7.141471 0.043225 1.326235 0.04 0.33 0.39
O 6.180011 -1.331753 -0.464424 -0.17 -0.14 -0.17
O 1.517499 2.372153 -0.243328 -0.18 0.21 0.13
O -3.984357 -1.061324 1.821296 -0.12 0.08 0.06
O -3.600047 -3.006451 -0.905155 0.04 0.18 -0.07
N 2.989617 0.756733 -0.795239 0.31 0.08 0.09
N -2.201436 -0.853803 0.426612 -0.21 0.13 0.18
N -1.780429 1.136382 -0.749797 0.29 -0.14 -0.17
C 3.836721 0.728648 1.542110 -0.32 0.36 0.02
C 1.783247 1.373910 -0.884407 -0.20 0.00 -0.12
C 4.541722 -0.607641 1.546092 0.52 0.30 -0.46
C 3.940910 1.354113 0.133023 -0.49 0.53 0.31
C -4.536677 -3.585283 -0.020086 -0.10 -0.02 0.14
C -5.240942 2.853431 0.759054 -0.11 -0.10 0.13
C 5.384428 1.241959 -0.307715 0.08 -0.65 0.37
C -2.261455 -3.134964 -0.519455 0.20 0.07 0.09
C -2.926253 1.692694 -0.255611 -0.53 -0.20 0.47
C -1.474816 -0.056467 -0.401786 0.18 0.77 -0.43
C 3.311608 -0.434840 -1.552207 -0.17 -0.12 -0.33
C -4.428928 3.556544 -0.131239 0.12 0.00 -0.09
C -4.901709 1.576846 1.144438 0.01 -0.04 0.01
C -3.742359 0.982723 0.641096 0.04 0.46 -0.26
C 0.760744 0.749072 -1.812160 -0.26 -0.16 0.18
C -1.852004 -2.237614 0.666806 -0.18 -0.64 -0.13
C -3.282179 2.989722 -0.637379 -0.11 0.00 0.07
C -3.373695 -0.368741 1.031504 0.03 -0.08 0.08
H 5.517249 1.154205 -1.380027 0.10 -0.08 -0.08
H -4.704511 4.558975 -0.424153 -0.01 0.08 -0.03
H -2.386686 -2.538207 1.571079 0.21 0.06 -0.12
H 2.786479 0.643812 1.822238 0.04 0.03 0.03
H -6.136530 3.315437 1.145905 -0.07 0.02 0.04
H 2.563253 -1.212107 -1.384793 0.14 -0.08 -0.02
H 4.281230 -0.827058 -1.260295 -0.16 -0.04 -0.11
H -4.624528 -3.015904 0.909831 0.01 -0.08 -0.07
H 3.969120 -1.400942 1.076983 -0.01 -0.09 -0.09
H -5.510896 1.009957 1.832064 -0.06 -0.03 0.06
H -0.774743 -2.326132 0.827287 -0.09 -0.02 0.09
H -4.266554 -4.622581 0.209479 -0.02 -0.02 -0.04
H -5.491643 -3.565748 -0.541183 -0.02 -0.06 0.06
H 4.326317 1.399954 2.249081 -0.03 0.03 0.07
H 1.176664 0.439333 -2.767603 -0.04 -0.02 -0.01
H 3.347781 -0.215470 -2.622888 0.05 -0.11 -0.01
H -2.640672 3.522038 -1.321319 0.08 0.04 -0.07
H 5.983972 2.058925 0.080587 0.04 0.03 0.06
H 4.885928 -0.913123 2.527557 0.13 -0.09 0.03
H -2.025977 -4.176286 -0.252012 0.02 0.06 -0.04
H -1.680508 -2.857527 -1.403356 -0.01 -0.11 0.11
H 3.633489 2.405229 0.208064 0.21 -0.29 -0.01
H -0.071923 1.443221 -1.938272 0.22 -0.02 -0.07
```
Positions in Å, forces in eV/Å.

Computed properties:
ΔE to the lowest compared entry with this formula, charge and spin ... 1.751 eV
Frontier orbital gap ... 8.84 eV
Strongest force on any atom ... 0.90 eV/A
SMILES string ... COCCn1c(SCC(=O)N(C)[C@H]2CCS(=O)(=O)C2)nc2ccccc2c1=O
Electronic energy ... -2036.566159 hartree

---

No. 4
Below is a cluster of 7 separate species, C4H20N2O8 in total in a non-equilibrium geometry, with properties calculated with ωB97M-V with the def2-TZVPD basis set.

The geometry in XYZ format:
```
34
Properties=species:S:1:pos:R:3:forces:R:3
O 0.216970 1.642728 2.800563 -0.56 0.02 0.02
O -2.656798 2.195134 1.613427 -0.38 0.21 0.27
O -1.755425 -2.165574 -3.275016 -0.73 0.43 -0.33
O -0.819702 2.844576 -1.056895 -0.45 0.80 -0.15
O 2.649449 -1.128383 -2.533071 0.54 0.13 0.62
O 2.815324 -1.940846 1.111883 -1.21 -0.21 -0.01
O 1.910780 -0.429386 3.295980 -0.32 0.13 -0.48
O -0.076961 -2.862553 -0.625825 -0.11 0.36 0.03
N 0.989168 2.075905 0.044838 0.22 -0.03 0.40
N -2.377551 0.543264 -0.650639 0.10 -0.09 -0.86
C -0.201439 -0.488335 -0.906987 -1.11 -0.83 -1.27
C -0.768704 -1.863164 -0.711924 0.89 -0.44 0.50
C -1.013427 0.598869 -0.209458 1.52 0.88 -0.23
C -0.289847 1.961785 -0.431717 -0.10 -0.82 -0.62
H 2.218902 -2.329099 0.442224 0.52 0.16 0.21
H -1.863316 -1.914160 -0.707059 -0.02 -0.08 0.12
H -0.336667 -0.467004 -2.003113 -0.55 0.71 -0.05
H 1.738775 -0.882561 4.115177 0.00 -0.46 0.37
H -3.046550 2.395507 2.472763 0.19 -0.03 -0.14
H -2.381262 0.912387 -1.598934 0.01 -0.18 -0.12
H -1.500932 -2.616831 -4.073633 0.61 -0.56 -0.36
H 1.849982 -1.088688 2.577881 0.49 0.11 0.27
H 2.696674 -0.727068 -3.403675 -0.42 -0.29 -0.06
H 1.217230 3.001303 0.381140 0.09 0.06 -0.42
H 0.510278 0.759386 3.107319 0.37 0.60 -0.01
H 0.636356 2.310788 3.350268 0.13 -0.31 0.11
H -2.965972 1.188897 -0.162457 -0.06 0.27 0.72
H -1.744656 2.498977 1.657940 0.06 -0.01 0.25
H 3.708336 -1.969033 0.784182 0.32 -0.03 -0.36
H 1.919342 -1.746853 -2.450850 -0.13 0.04 -0.52
H 1.326110 1.377589 0.692588 -0.27 -0.04 -0.02
H -0.885608 0.530786 0.860398 -0.57 -0.70 0.53
H 0.864294 -0.450049 -0.919934 0.87 0.06 1.06
H -2.583154 -1.768295 -3.587385 0.08 0.15 0.55
```
Positions in Å, forces in eV/Å.

Computed properties:
ΔE to the lowest compared entry with this formula, charge and spin ... 0.914 eV
Frontier orbital gap ... 9.11 eV
Strongest force on any atom ... 1.88 eV/A
SMILES string ... NC(=O)[C@@H](N)CC=O.O.O.O.O.O.O
Electronic energy ... -875.843887 hartree